Density functional theory data (ωB97M-V/def2-TZVPD) for a 3-piece molecular cluster, C25H51B2FN6O10PS2 overall.

The HOMO energy comes out at -10.5568 eV. For the largest force on an atom, the calculation gives 0.17318 Eh/bohr. The LUMO energy comes out at -3.85 eV. The gap between HOMO and LUMO is 6.70 eV.

Geometry as ORCA input:
```
! RIJCOSX wB97M-V def2-TZVPD def2/J DEFGRID3
* xyz 1 1
N 0.76960 -6.66631 0.60895
C -0.47136 -6.11838 0.25964
C -1.21256 -5.08995 1.25354
C -1.70594 -3.63904 0.69108
C -3.21880 -3.66586 -0.02403
B -3.73400 -5.09811 -0.59697
O -3.96712 -5.20489 -2.08049
O -4.03737 -6.31955 0.19482
O -2.06565 -2.95591 1.98640
C -1.08724 -2.02625 2.46284
C -0.98889 -0.75414 1.36805
C -2.37658 0.08591 1.77651
C -2.94157 1.12963 0.68064
F -3.80568 0.56930 -0.38479
C 0.30465 0.09885 1.88593
C 0.18898 1.73081 1.77240
O -0.31054 2.50687 2.77418
O 0.66912 2.50534 0.58091
N -0.95957 -1.28542 -0.02678
B -0.28629 -0.38920 -1.08144
N -1.15723 0.35280 -2.12825
O 1.15417 -0.10109 -1.18935
C -0.57613 -2.77946 -0.17767
C 0.99115 -3.08258 0.21545
C 1.89062 -3.96738 -0.80953
C 2.92687 -3.06241 -1.76590
S 4.37321 -2.37703 -0.72830
C 5.69518 -1.63124 -1.81814
S 7.33566 -2.06016 -1.45184
N 5.51077 -0.66648 -2.96259
C 4.59795 -1.18601 -4.04797
C 4.97660 -0.33936 -5.43562
O 5.29279 1.07038 -5.11688
C 4.62114 1.52183 -3.88860
C 5.16908 0.73655 -2.51672
P -0.76420 -3.04060 -2.10367
O -0.99195 -4.57799 -2.49918
H 1.06259 -6.29740 1.54081
H -0.91558 -6.51933 -0.76231
H -0.45152 -4.85408 2.14636
H -2.09030 -5.67738 1.80983
H -4.07720 -3.33185 0.74223
H -3.32643 -2.87443 -0.89770
H -4.86863 -4.75319 -2.23102
H -4.64884 -6.94274 -0.31505
H -1.49661 -1.54011 3.47412
H -0.02279 -2.44969 2.74306
H -3.27478 -0.65287 2.04972
H -2.18913 0.69464 2.78621
H -3.55729 1.96553 1.25221
H -2.06691 1.71772 0.12408
H 1.33663 -0.20300 1.42425
H 0.41621 -0.11834 3.05608
H 0.97337 3.40665 0.95435
H -1.97541 -1.26216 -0.34753
H -0.56123 0.52044 -2.97854
H -2.01618 -0.19615 -2.35009
H 1.34136 0.86916 -1.35475
H 1.09868 -3.60966 1.28523
H 1.63909 -2.09108 0.39252
H 1.34618 -4.81494 -1.40104
H 2.66939 -4.56585 -0.12224
H 2.41721 -2.12327 -2.23554
H 3.41379 -3.78445 -2.55017
H 4.77629 -2.33874 -4.29536
H 3.44870 -1.01254 -3.85364
H 4.11407 -0.48029 -6.21507
H 5.95567 -0.79744 -5.94048
H 4.78616 2.69983 -3.80787
H 3.46350 1.38017 -4.05758
H 6.17634 1.31124 -2.23488
H 4.39453 0.79901 -1.64130
H 0.40415 -2.65825 -2.85352
H -1.97832 -2.36299 -2.58169
C -5.07382 3.33166 5.50284
C -3.69844 2.75449 5.68741
O -3.46417 1.87940 6.51858
N -2.69043 3.22736 4.90038
C -2.75538 4.24172 3.87539
H -5.76604 2.85311 6.20162
H -5.06111 4.40514 5.71023
H -5.42605 3.14368 4.48491
H -1.79627 2.78803 5.08640
H -2.42792 3.79359 2.93435
H -2.06616 5.04410 4.14907
H -3.76031 4.64916 3.75519
C -0.70327 7.04012 0.16592
C 0.67210 6.46294 0.35049
O 0.90638 5.58786 1.18166
N 1.68012 6.93582 -0.43654
C 1.61517 7.95018 -1.46153
H -1.39549 6.56156 0.86469
H -0.69056 8.11360 0.37331
H -1.05550 6.85214 -0.85202
H 2.57428 6.49648 -0.25052
H 1.94263 7.50205 -2.40257
H 2.30439 8.75256 -1.18785
H 0.61024 8.35761 -1.58173
*
```

Density functional theory data (ωB97M-V/def2-TZVPD) for a 9-piece molecular cluster, C25H51BCl16FO6PSi overall.

The HOMO energy comes out at -1.0031 eV. For the largest force on an atom, the calculation gives 0.14306 Eh/bohr. The LUMO energy comes out at 2.45 eV. The gap between HOMO and LUMO is 3.46 eV.

Geometry as ORCA input:
```
! RIJCOSX wB97M-V def2-TZVPD def2/J DEFGRID3
* xyz -2 1
C -2.10408 -1.37229 3.49725
B -1.99982 -1.11643 1.87456
P -1.50883 0.75435 1.81211
O 0.06872 0.89430 1.77417
O -1.20437 -2.08322 1.05491
C -1.47645 -1.74302 -0.38124
C -0.89189 -2.74729 -1.54490
C -0.60081 -1.96853 -2.99673
O -1.49962 -0.80632 -3.00816
Si -1.04861 0.39360 -4.20516
C -1.67627 2.11367 -3.49256
C -1.92141 -0.07285 -5.86755
C 0.84022 0.60492 -4.49726
C -3.09429 -1.52142 -0.23814
F -3.77570 -0.45130 -1.00341
C -4.12116 -2.79413 -0.36730
O -4.86663 -3.13638 0.71772
O -4.35758 -3.59481 -1.58534
O -3.30163 -1.09604 1.16101
H -1.53701 -2.37690 3.76042
H -1.63296 -0.42976 4.02881
H -3.24175 -1.48087 3.77136
H -2.13206 1.53316 2.89008
H -2.02283 1.31748 0.55988
H -0.76561 -0.80259 -0.50533
H 0.04160 -3.33329 -1.14780
H -1.74060 -3.55989 -1.73836
H 0.54208 -1.71925 -2.98596
H -0.89136 -2.76501 -3.83160
H -1.62076 2.03753 -2.30256
H -1.01048 2.99220 -3.88345
H -2.81701 2.20527 -3.74980
H -1.88787 0.80799 -6.64577
H -1.44024 -1.07004 -6.25718
H -3.05894 -0.30135 -5.62249
H 1.53629 0.07569 -3.72010
H 1.06738 1.77669 -4.48503
H 1.09324 0.25610 -5.60126
Cl -2.70082 0.55565 5.95570
C -1.62865 1.57250 6.95187
C -0.18213 1.50768 6.48898
Cl 0.55154 -0.08608 6.79684
H -1.73317 1.25642 7.99452
H -1.99991 2.59859 6.86887
H 0.41648 2.24255 7.03535
H -0.09127 1.72247 5.41945
Cl 4.46955 2.17506 -2.41990
C 3.30527 3.47408 -2.05537
C 2.30792 3.06735 -0.98264
Cl 1.18095 1.81162 -1.55377
H 2.80397 3.75231 -2.98770
H 3.88888 4.33434 -1.71339
H 1.70041 3.92998 -0.69336
H 2.81118 2.68996 -0.08678
Cl 7.58489 4.61579 -4.74962
C 7.14003 2.89617 -4.89412
C 7.49237 2.32419 -6.25778
Cl 6.47651 3.00257 -7.55429
H 6.07037 2.80310 -4.68168
H 7.68946 2.36123 -4.11337
H 7.32894 1.24245 -6.26087
H 8.54003 2.51065 -6.51451
Cl 0.16633 -0.31586 -8.16249
C 1.48142 0.32913 -9.17759
C 2.85160 -0.12123 -8.69730
Cl 3.29311 0.61642 -7.13715
H 1.39682 1.42029 -9.19008
H 1.30471 -0.03717 -10.19356
H 3.61655 0.18170 -9.41839
H 2.90178 -1.20895 -8.58496
Cl 10.58905 3.95403 -9.87850
C 9.78822 2.87924 -11.05298
C 8.50972 2.27254 -10.49780
Cl 8.83194 1.10031 -9.19581
H 10.50493 2.10745 -11.35067
H 9.55918 3.48807 -11.93302
H 7.98152 1.73072 -11.28794
H 7.83690 3.04101 -10.10403
Cl -2.38206 0.35724 10.08575
C -3.95560 -0.25827 9.51917
C -5.11851 0.33261 10.29980
Cl -5.16240 -0.24810 11.98324
H -3.93747 -1.35051 9.58724
H -4.03979 0.01515 8.46288
H -6.06508 0.03650 9.83806
H -5.07679 1.42631 10.31883
Cl -2.42514 -2.94842 6.08382
C -0.99933 -3.79764 6.73325
C -1.21915 -4.28384 8.15668
Cl -1.31689 -2.93785 9.31938
H -0.14138 -3.12136 6.66586
H -0.81238 -4.65068 6.07374
H -0.37941 -4.91163 8.46912
H -2.13645 -4.87487 8.24350
Cl -5.43446 -2.61484 8.55388
C -7.21015 -2.74018 8.63820
C -7.69395 -3.11992 10.02838
Cl -7.25850 -4.79289 10.45813
H -7.53553 -3.46531 7.88569
H -7.60940 -1.75982 8.36055
H -8.78517 -3.05550 10.07290
H -7.28241 -2.45454 10.79400
*
```

Density functional theory data (ωB97M-V/def2-TZVPD) for a 4-piece molecular cluster, C25H51Br2N5O6P overall.

The HOMO energy comes out at -10.5142 eV. For the largest force on an atom, the calculation gives 0.09260 Eh/bohr. The LUMO energy comes out at -5.04 eV. The gap between HOMO and LUMO is 5.48 eV.

Geometry as ORCA input:
```
! RIJCOSX wB97M-V def2-TZVPD def2/J DEFGRID3
* xyz 1 1
C -4.70993 -3.98130 4.95389
C -3.32540 -3.92836 5.78629
C -2.23874 -2.90611 5.19100
C -0.69505 -3.44563 5.33776
C -0.08852 -3.40803 3.82877
C 0.29020 -4.72914 3.11105
C 0.14982 -6.14719 3.82347
O -0.82080 -6.87518 3.56445
O 1.20306 -6.51189 4.72362
C 0.82641 -4.67567 1.65635
C 1.00792 -3.32178 0.94311
C 1.50586 -3.13837 -0.54238
Br 0.47821 -1.84836 -1.66717
C 2.58322 -3.81589 -1.16331
C 3.02229 -3.56180 -2.70247
Br 3.66309 -5.12666 -0.16110
N 0.66119 -2.09732 1.66348
C 0.14784 -2.08484 3.01934
P -0.25465 -0.42212 3.90226
N 1.07236 -0.28565 5.10482
O -0.05699 0.90426 2.83660
H -5.59668 -3.99222 5.68757
H -4.79710 -4.96416 4.35290
H -4.85886 -3.09289 4.24911
H -3.60478 -3.52742 6.83581
H -2.94123 -4.99488 5.92160
H -2.38606 -1.89340 5.69840
H -2.49162 -2.77282 4.07321
H -0.10733 -2.77575 6.04846
H -0.77336 -4.51586 5.74301
H 1.90010 -5.81190 4.62009
H 1.07196 -5.66655 1.13138
H 4.14289 -3.84277 -2.75000
H 2.46929 -4.23644 -3.43610
H 2.92455 -2.46168 -2.98605
H 0.76314 -1.16747 1.21242
H 1.86992 0.12140 4.56482
H 1.37757 -1.26169 5.31419
H 0.78759 0.73948 2.35565
C 1.26000 1.26113 -3.74398
C 2.68622 1.41483 -3.22112
C 3.07333 2.87062 -2.89163
O 3.34347 3.68036 -4.02923
C 2.18773 4.17674 -4.68606
N 3.61519 0.81400 -4.18696
H 1.15759 1.55599 -4.78947
H 0.94572 0.21536 -3.67947
H 0.55814 1.85601 -3.15180
H 2.74866 0.84228 -2.28705
H 4.00761 2.84865 -2.32092
H 2.32758 3.34997 -2.24487
H 1.38052 4.40601 -3.98382
H 1.84967 3.46159 -5.43808
H 2.46269 5.09464 -5.20930
H 4.55167 0.82033 -3.78600
H 3.68741 1.45535 -4.97816
C -5.18929 2.54715 7.61066
C -4.05100 2.07185 6.71085
C -4.50893 1.14414 5.56745
O -4.81405 -0.18680 5.96736
C -6.09444 -0.35241 6.55642
N -3.01968 1.43618 7.54193
H -5.51467 1.78432 8.32008
H -4.86925 3.41056 8.20124
H -6.05622 2.85413 7.01846
H -3.61364 2.96488 6.24925
H -3.67854 1.04759 4.85957
H -5.34407 1.58061 5.00604
H -6.84312 0.30580 6.10676
H -6.03606 -0.18490 7.63337
H -6.40634 -1.38786 6.40374
H -2.21521 1.21954 6.95509
H -3.37306 0.51826 7.81524
C 2.93092 4.43373 -11.04124
C 1.81086 4.45129 -10.00365
C 2.31336 4.54634 -8.54891
O 2.85203 3.33386 -8.02776
C 4.18518 3.06332 -8.42982
N 0.95656 3.27350 -10.20413
H 3.42295 3.46245 -11.11639
H 2.53084 4.66185 -12.03354
H 3.69214 5.18476 -10.81049
H 1.20818 5.34607 -10.19830
H 1.45393 4.78079 -7.91181
H 3.02614 5.37058 -8.42152
H 4.78061 3.97595 -8.52354
H 4.18788 2.50731 -9.36909
H 4.64504 2.42545 -7.67184
H 0.15109 3.34527 -9.58461
H 1.46530 2.46463 -9.84528
*
```

Density functional theory data (ωB97M-V/def2-TZVPD) for C25H51Cl4F2HgN4O10S2 as an isolated structure.

The HOMO energy comes out at -9.7518 eV. For the largest force on an atom, the calculation gives 0.14266 Eh/bohr. The LUMO energy comes out at -6.59 eV. The gap between HOMO and LUMO is 3.16 eV.

Geometry as ORCA input:
```
! RIJCOSX wB97M-V def2-TZVPD def2/J DEFGRID3
* xyz 1 1
Hg -2.34223 -1.05404 -0.83142
N -0.52902 0.00971 -0.03394
S -0.02742 0.18379 1.47435
O -0.24328 1.42025 2.13237
O 0.98628 -0.69406 1.93791
F -1.35079 -0.64638 2.04413
S 0.82258 0.66165 -0.70387
O 1.85345 -0.27454 -0.95524
O 1.21570 1.97260 -0.34428
F 0.17701 0.84545 -2.14224
N 3.72783 -2.52899 -1.25198
C 2.82856 -3.46957 -0.82900
C 3.54495 -4.58859 -0.49932
C 4.90122 -4.35255 -0.85152
C 4.99832 -3.01828 -1.17348
H 3.49751 -1.61911 -1.60749
H 1.79035 -3.19302 -0.87217
H 3.17713 -5.53424 -0.13334
H 5.73085 -5.03719 -0.80383
H 5.87588 -2.41364 -1.32787
N -3.98274 2.66656 -0.00457
C -2.98450 2.82279 0.91269
C -2.60219 4.14152 0.89286
C -3.37303 4.76829 -0.12308
C -4.29510 3.86294 -0.59577
H -4.31148 1.75864 -0.27181
H -2.64137 2.01981 1.54375
H -1.88176 4.63250 1.52742
H -3.38773 5.80231 -0.42872
H -5.03242 3.91724 -1.37773
N 1.27161 4.21907 1.53111
C 0.56857 4.45562 2.67824
C 0.79086 5.74516 3.08820
C 1.65260 6.31862 2.11352
C 1.92289 5.36727 1.17316
H 1.21487 3.35823 1.01004
H -0.03319 3.69578 3.14601
H 0.45225 6.19212 4.00669
H 2.10262 7.29833 2.13152
H 2.48008 5.45126 0.25469
C 5.31092 0.88727 0.23408
Cl 4.64106 0.78698 -1.39733
Cl 4.83210 2.42814 0.96144
Cl 4.73877 -0.45174 1.24286
Cl 7.07886 0.84915 0.15029
C -3.10407 1.09538 -4.57320
C -3.72031 0.92080 -3.18670
O -2.62903 0.72635 -2.23456
H -2.14483 1.60117 -4.49095
H -3.77712 1.75402 -5.12700
H -3.08465 0.15159 -5.11045
H -4.41927 0.08168 -3.17219
H -4.34045 1.74448 -2.82947
H -2.12631 1.57405 -2.29759
C 0.14209 -1.22449 -4.58650
C 0.10598 -2.16180 -3.38861
O -1.18206 -2.13960 -2.70494
H 0.57466 -0.24716 -4.38124
H -0.84909 -1.10249 -5.02601
H 0.80568 -1.66538 -5.33280
H 0.89564 -1.88624 -2.69471
H 0.25301 -3.19196 -3.71104
H -1.83626 -2.30915 -3.39206
C 0.49718 3.90543 -3.20112
C -0.40285 4.30707 -2.04151
O -1.41634 3.31446 -1.85555
H 0.65361 2.82957 -3.11504
H 1.49041 4.34651 -3.23658
H -0.01679 4.11478 -4.14020
H -0.88304 5.25133 -2.30998
H 0.17774 4.40705 -1.12310
H -1.87547 3.53867 -1.02690
C 2.87286 -4.61172 3.28599
C 2.53289 -3.13858 3.42636
O 2.52416 -2.83892 4.83099
H 2.48288 -5.03497 2.36647
H 2.59719 -5.14110 4.19825
H 3.96206 -4.67132 3.35211
H 1.61422 -2.82729 2.91835
H 3.28274 -2.45064 3.01487
H 2.15081 -1.95929 4.93900
C -3.82476 -1.78745 4.60443
C -3.06316 -2.81765 3.79299
O -3.62943 -2.82425 2.47668
H -4.88713 -1.67481 4.39680
H -3.41423 -0.79723 4.35795
H -3.65471 -1.82746 5.68076
H -3.07883 -3.81847 4.22035
H -1.99876 -2.56093 3.81020
H -3.66464 -1.93107 2.12016
C -0.27233 -4.87505 0.13237
C -0.48600 -3.52361 0.79659
O -1.77370 -2.95554 0.42574
H 0.75150 -5.17318 0.37081
H -0.41417 -4.85243 -0.94432
H -0.90291 -5.59748 0.65125
H 0.26418 -2.80791 0.47167
H -0.48362 -3.66878 1.87561
H -2.44261 -3.23212 1.09022
*
```